Entry from the Open Molecules 2025 dataset: a single C6H7N molecule in a non-equilibrium geometry (ωB97M-V/def2-TZVPD).

```
14
Properties=species:S:1:pos:R:3:forces:R:3
N 2.133 1.725 -0.409 0.4 2.4 0.2
H -0.238 0.948 0.997 -1.2 0.3 0.6
H 2.370 -1.557 -1.590 0.2 0.0 -0.4
H -2.746 -0.587 -0.019 -0.5 0.0 0.0
C 1.730 -0.757 -1.234 1.0 -0.3 0.5
C 0.637 -0.636 -0.506 -0.1 1.5 0.6
H -1.404 -0.048 2.167 0.3 0.7 -1.7
H 1.459 2.369 0.114 1.1 -1.9 -0.9
C -1.802 -0.097 -0.091 0.2 -0.2 -0.3
H -1.664 0.633 -0.872 -0.2 -0.4 -0.4
C 1.912 0.581 -0.781 -3.9 -2.3 0.9
C -1.075 0.240 1.113 1.7 -0.4 2.3
C -0.594 -0.966 0.274 1.2 1.9 -1.2
H -0.716 -1.848 0.836 -0.2 -1.4 -0.3
```
Positions in Å, forces in eV/Å.

The maximum force comes out at 0.0899 Eh/bohr. For the HOMO energy, the calculation gives -7.475 eV. As for the SMILES: [H]/N=c1/cc1C1CC1. As for the energy: -7820.0155 eV. Its LUMO energy is 0.03655 Ha. The molecular weight is 93.13 g mol⁻¹. The multiplicity is 1. As for the gap between HOMO and LUMO: 8.470 eV.

Löwdin population analysis, charges in e, atoms 1 to 4: number 1, N, carries 0.073; number 2, H, carries 0.089; number 3, H, carries 0.081; number 4, H, carries 0.097


Entry from the Open Molecules 2025 dataset: a molecular structure, C4H7FI2 in a non-equilibrium geometry (ωB97M-V/def2-TZVPD).

```
14
Properties=species:S:1:pos:R:3:forces:R:3
H 0.244 1.459 0.298 -1.0 0.5 -0.3
C 0.040 0.423 0.041 1.2 0.1 1.2
F 1.164 1.057 -2.007 0.3 1.6 -0.1
H 0.807 -0.662 -1.485 1.0 -3.3 -0.3
I -1.889 -2.031 -0.109 0.1 0.1 0.0
H 1.112 -0.026 1.988 -0.6 0.1 -0.1
C 1.117 -0.254 0.921 1.9 -2.9 -0.8
H -0.604 0.115 -2.046 -0.6 0.3 0.0
I -2.881 1.378 0.202 0.1 -0.1 -0.4
H 2.221 -0.102 0.641 -1.7 0.4 -0.2
C 0.271 0.197 -1.421 -0.3 0.8 -0.2
H -1.334 -0.060 1.674 0.2 -0.5 -2.3
C -1.312 -0.080 0.505 -0.6 1.1 3.0
H 1.044 -1.414 0.798 -0.1 1.8 0.4
```
Positions in Å, forces in eV/Å.

The maximum force comes out at 0.0700 Eh/bohr. For the HOMO energy, the calculation gives -9.470 eV. As for the energy: -23179.3165 eV. Its LUMO energy is -0.00661 Ha. The molecular weight is 327.91 g mol⁻¹. The multiplicity is 1. As for the gap between HOMO and LUMO: 9.291 eV.

Löwdin population analysis, charges in e, atoms 1 to 4: number 1, H, carries 0.128; number 2, C, carries -0.546; number 3, F, carries -0.028; number 4, H, carries 0.079


Entry from the Open Molecules 2025 dataset: 2 unconnected molecules or ions with the total composition C3H6N2O2 in a non-equilibrium geometry (ωB97M-V/def2-TZVPD).

```
13
Properties=species:S:1:pos:R:3:forces:R:3
O -0.266 1.002 1.855 0.5 -0.6 -0.2
H -1.738 -2.099 -0.760 -0.2 0.3 0.4
O 1.415 1.855 0.565 -0.7 -0.7 0.3
N 1.230 -0.457 -0.802 -1.9 -1.5 -0.9
H -1.571 1.273 -0.133 0.0 0.0 0.5
C -0.666 -2.002 -0.727 -2.1 1.0 0.0
H 0.400 0.937 2.554 0.0 0.2 0.0
C 0.353 1.319 0.700 -1.5 1.6 -1.0
C 0.015 -0.853 -0.715 5.9 -1.6 0.0
H -0.399 1.681 -1.189 0.5 -0.4 -0.1
N -0.608 1.086 -0.393 -0.6 1.1 1.1
H -0.156 -2.952 -0.727 0.6 0.3 -0.5
H 1.992 -0.792 -0.230 -0.4 0.2 0.4
```
Positions in Å, forces in eV/Å.

The maximum force comes out at 0.1194 Eh/bohr. For the HOMO energy, the calculation gives -7.775 eV. As for the SMILES: NC(=O)O.C=C=N. As for the energy: -10280.2701 eV. Its LUMO energy is 0.01439 Ha. The molecular weight is 102.09 g mol⁻¹. The multiplicity is 1. As for the gap between HOMO and LUMO: 8.167 eV.

Löwdin population analysis, charges in e, atoms 1 to 4: number 1, O, carries 0.117; number 2, H, carries 0.024; number 3, O, carries 0.123; number 4, N, carries 0.047


Entry from the Open Molecules 2025 dataset: 16 unconnected molecules or ions with the total composition C30H68O28 in a non-equilibrium geometry (ωB97M-V/def2-TZVPD).

```
126
Properties=species:S:1:pos:R:3:forces:R:3
H 7.792 -2.391 -0.638 -0.1 -0.3 -0.1
H 1.053 -2.346 -2.001 -0.3 -0.1 0.0
H 1.925 -3.537 -10.369 0.1 0.2 0.0
H 4.225 3.029 -6.038 0.0 -0.2 -0.1
H -6.168 -2.431 -11.844 -0.1 -0.4 0.2
C 2.246 2.600 8.274 -1.5 -0.3 0.2
H -3.492 0.235 9.580 0.0 0.4 -0.2
C -0.577 -1.053 -2.811 0.0 -0.2 0.6
H 7.160 0.304 3.633 0.0 -0.2 0.1
H -0.819 -7.332 -4.627 0.2 -0.7 -0.4
H -4.216 2.557 -0.205 -0.1 -0.3 -0.2
O 0.618 -0.639 1.623 -0.1 -0.9 -2.1
C 1.552 -0.265 -1.622 -0.2 -0.3 -0.4
O 7.705 0.521 4.393 0.6 1.0 -0.3
H -5.809 -1.449 9.076 -0.2 -0.4 -0.8
O 0.068 -1.453 -0.430 -2.5 -1.9 -0.1
H -9.067 -0.768 -2.780 -0.2 0.2 0.0
O 2.114 -3.494 -9.429 -0.8 -0.5 0.6
H 1.122 0.694 -1.910 0.1 -0.1 -0.3
H 4.199 5.123 -6.044 -0.3 0.9 0.4
H 3.367 1.045 9.333 0.1 0.3 0.2
C 2.396 1.157 8.851 1.3 0.7 -0.8
H 3.836 -2.493 -9.465 0.4 0.6 0.0
H 3.964 6.849 0.669 0.1 0.1 -0.3
H 8.720 -1.344 -0.061 0.2 0.1 0.1
O -6.644 -3.866 0.947 0.7 -0.9 0.5
H -7.833 -1.358 -3.428 0.2 0.0 -0.2
O -8.468 -1.513 -2.729 0.0 -0.1 0.2
O -2.218 4.395 1.698 -1.0 0.4 -1.0
H 6.145 5.833 -0.221 -0.2 -0.3 0.2
H 6.327 7.526 -0.193 -0.4 0.3 0.0
H -3.202 -2.362 -11.055 0.1 0.1 -0.3
H -3.363 -4.826 -11.002 -0.3 -0.1 -0.2
C -5.305 -3.561 1.375 -0.3 1.2 -0.3
C -3.339 3.565 2.005 1.0 -0.8 1.2
O -3.948 5.102 0.439 -0.3 0.5 0.3
C -4.487 4.047 1.216 -1.6 0.0 -0.2
H -0.196 -1.073 -3.832 0.4 0.1 0.1
O 2.558 3.600 9.222 -1.3 2.0 0.8
O 4.987 8.044 1.984 -0.8 1.9 1.8
H 0.547 3.070 6.862 0.3 0.5 -0.1
C -2.681 5.338 0.802 0.6 -0.2 0.7
C -5.062 3.071 0.251 -0.1 -0.7 -1.3
O -5.629 -1.130 -10.387 -0.3 0.7 1.4
C -4.576 0.142 9.517 0.4 -1.1 1.8
H -0.267 -5.700 4.079 -0.2 0.0 -0.4
H -3.559 3.714 3.062 0.3 -0.6 0.1
O 4.170 6.616 3.458 -0.7 1.7 1.1
C -4.159 -4.252 -11.477 -0.5 0.9 -0.5
H 2.398 -1.478 -9.702 0.1 0.4 0.6
H 2.924 2.919 7.482 -0.1 -1.2 -0.6
H -5.786 2.324 0.576 0.2 0.1 0.7
O -2.044 6.255 0.426 0.6 0.4 -0.4
O -5.540 -1.417 -8.068 0.8 -1.5 -5.1
H 2.424 -0.532 -2.218 0.3 0.5 0.5
O -5.234 1.299 9.150 -0.6 1.5 -0.6
O -0.433 -7.627 3.328 -0.7 0.0 0.5
O 7.838 -1.462 -0.415 -0.2 0.2 -0.1
C 0.532 -1.416 -1.773 -0.1 1.5 -0.6
H 1.654 0.801 9.565 -0.3 0.5 -0.2
C 1.567 4.595 9.226 0.9 1.6 3.3
C -5.278 -1.921 -11.475 0.4 -1.0 -1.7
H 8.046 -0.213 6.260 0.4 -0.1 -0.2
H 2.482 5.209 -6.571 0.1 -0.4 -0.1
O 4.042 8.837 4.048 2.0 -3.8 -4.2
C 3.225 4.633 -6.018 0.6 0.3 1.1
H -1.467 -1.682 -2.844 0.3 -0.5 0.4
C 0.353 -6.461 3.607 -0.1 -1.1 -0.4
C 0.728 2.936 7.928 1.2 -1.9 -1.2
H 4.000 5.063 2.208 0.1 0.0 -0.1
H -3.347 -2.435 8.550 -0.4 0.0 0.2
H -5.573 3.589 -0.561 0.0 0.2 0.1
O 7.048 1.130 -3.944 -0.2 0.2 -0.1
H 7.230 0.762 -3.080 0.0 -0.1 0.3
C 4.872 6.826 1.272 1.2 0.0 -0.1
C -0.638 -6.907 -5.615 0.5 0.6 0.1
C -4.181 -2.826 -10.935 0.1 -0.7 -0.7
H 1.101 -6.725 4.354 0.4 0.1 -0.2
H 0.076 2.095 8.163 -0.1 0.1 0.7
O -5.568 -0.105 7.491 -0.8 0.0 -0.5
H 7.761 0.809 -4.497 0.2 -0.1 -0.2
C -5.275 -1.768 -9.247 0.6 0.7 4.1
O 3.202 -6.928 -1.771 0.1 0.2 0.1
C 0.791 -0.793 0.425 0.7 1.7 2.8
O 1.703 5.665 9.865 -1.0 -4.4 -3.2
C -5.038 -0.885 8.550 1.6 -1.7 -1.2
H 5.635 5.456 2.772 0.2 -0.1 -0.3
C 6.164 6.675 0.470 -0.1 0.1 -1.0
H 0.948 -6.282 -6.597 0.0 0.1 -0.1
H -4.970 -0.204 10.473 0.4 0.5 0.4
O 0.422 4.069 8.647 1.0 2.3 1.1
C -3.880 -1.739 7.901 -0.7 0.8 0.2
H -0.125 -8.121 2.565 0.3 0.3 0.1
H -5.351 -2.790 2.144 0.1 0.2 0.0
O 0.785 -6.725 -5.761 -0.7 0.0 0.3
H 2.892 4.417 -5.004 -0.2 1.1 0.4
H -0.989 -0.062 -2.621 0.3 0.2 0.1
C 4.391 7.933 3.231 -1.5 2.7 2.4
H -7.073 -3.039 0.714 0.1 0.0 0.0
H -3.143 -1.019 7.546 0.1 0.1 0.0
H -1.038 -7.448 -6.473 -0.1 -0.4 0.4
H -3.178 2.526 1.719 0.6 -0.1 0.5
H -4.030 -4.172 -12.556 0.6 -0.1 -0.1
H -4.219 -2.254 7.002 -0.3 -0.2 0.2
H -1.201 -5.977 -5.532 0.2 0.5 -0.4
H -5.246 4.324 1.947 -0.2 1.0 -0.4
C 2.819 -2.300 -9.124 0.8 -0.8 -1.0
H 2.904 -2.156 -8.047 -0.6 0.1 -0.1
C -5.774 1.150 7.909 -0.5 1.8 -0.9
H -5.150 -4.701 -11.416 0.1 -0.2 0.6
H 7.100 6.641 1.028 -0.4 -0.3 0.6
H 6.813 -0.984 5.316 0.2 -0.8 0.3
H 0.772 -6.160 2.647 0.3 0.7 0.4
C 4.695 5.877 2.416 0.4 -2.2 -0.3
O 1.791 -0.174 -0.208 1.0 0.0 -1.1
H -4.893 -1.397 -12.350 -0.1 0.7 0.4
H -4.694 -4.345 1.824 -0.8 -0.7 -0.3
H 2.842 -7.669 -1.283 -0.1 -0.2 0.1
H 2.503 0.453 8.025 -0.5 0.0 -0.2
H 8.545 -1.310 4.875 0.0 -0.1 0.3
O -4.437 -2.825 -9.562 -1.5 0.9 1.9
O -6.308 2.031 7.268 0.9 -1.7 1.3
O 3.475 3.373 -6.529 -0.1 -1.8 -1.6
C 7.827 -0.587 5.260 -1.3 0.3 -0.3
H 2.819 -7.008 -2.645 -0.1 0.0 -0.3
H -4.750 -3.186 0.515 0.2 0.1 0.0
```
Positions in Å, forces in eV/Å.

The maximum force comes out at 0.1167 Eh/bohr. For the HOMO energy, the calculation gives -10.241 eV. As for the energy: -89537.1323 eV. Its LUMO energy is -0.00443 Ha. The molecular weight is 876.85 g mol⁻¹. The multiplicity is 1. As for the gap between HOMO and LUMO: 10.121 eV.

Löwdin population analysis, charges in e, atoms 1 to 4: number 1, H, carries 0.030; number 2, H, carries 0.152; number 3, H, carries 0.069; number 4, H, carries 0.076


Q: energy of number 1 (C6H7N)?
A: -7820.0155 eV


Q: Which of these has the highest LUMO?
A: C6H7N